No. 1
C38H48AsClGeN3OSi3Tc as an isolated structure. Source: the OMol25 dataset; level of theory: the ωB97M-V functional and the def2-TZVPD basis.

## Properties
Gap between HOMO and LUMO = 5.4 eV
Charge = +2
HOMO energy = -13.741 eV
Spin multiplicity = 1
Relative energy (zero: lowest compared OMol25 entry of this formula, charge and spin) = 1.696 eV
LUMO level = -8.31 eV

Cartesian coordinates (Å):
Tc 0.68 1.39 -0.54
O 0.67 2.59 -1.96
N 0.16 3.45 -2.88
C -0.30 2.86 -3.93
C -0.84 3.68 -4.98
N -1.29 4.30 -5.82
C -0.33 1.41 -4.05
N -0.30 0.27 -4.02
C 4.47 -2.00 2.01
Si 3.46 -0.48 2.18
C 4.49 1.03 2.35
C 2.02 -0.65 3.34
As 2.37 -0.28 -0.06
Si 1.63 -2.56 -0.52
C 3.07 -3.71 -0.58
C 0.83 -2.42 -2.18
C 0.50 -2.88 0.91
Si 4.14 0.52 -1.56
C 4.46 2.27 -1.08
C 3.42 0.37 -3.25
C 5.59 -0.60 -1.34
H 5.33 -1.90 2.69
H 4.86 -2.16 1.01
H 3.91 -2.89 2.31
H 4.86 1.08 3.38
H 3.96 1.96 2.15
H 5.36 0.98 1.69
H 2.17 -0.03 4.22
H 1.95 -1.69 3.67
H 1.08 -0.36 2.89
H 3.95 -3.28 -1.06
H 2.77 -4.58 -1.18
H 3.36 -4.07 0.41
H 1.58 -2.53 -2.97
H 0.32 -1.47 -2.34
H 0.09 -3.22 -2.30
H -0.29 -3.57 0.61
H 0.03 -1.97 1.28
H 1.06 -3.33 1.73
H 3.55 2.85 -0.96
H 5.05 2.75 -1.87
H 5.03 2.35 -0.15
H 2.45 0.86 -3.34
H 3.28 -0.68 -3.53
H 4.10 0.81 -3.98
H 5.98 -0.60 -0.32
H 6.39 -0.28 -2.00
H 5.34 -1.63 -1.61
Cl -0.51 1.86 6.74
C -0.23 2.07 5.06
C 1.04 2.40 4.61
C 1.25 2.58 3.26
C 0.20 2.45 2.35
C 0.43 2.82 0.94
C -1.08 2.12 2.82
C -1.29 1.93 4.17
H 1.84 2.52 5.32
H 2.22 2.89 2.91
H 1.38 3.37 0.80
H -0.38 3.40 0.48
H -1.90 2.03 2.13
H -2.28 1.70 4.54
C -0.66 0.42 -0.31
Ge -2.58 -0.30 -0.40
C -3.31 -0.32 1.38
C -3.08 -1.36 2.29
C -3.69 -1.35 3.53
C -4.53 -0.31 3.89
C -4.75 0.74 3.01
C -4.15 0.73 1.76
C -3.51 1.05 -1.42
C -4.79 0.71 -1.87
C -5.57 1.63 -2.55
C -5.09 2.92 -2.78
C -3.83 3.28 -2.32
C -3.05 2.35 -1.65
C -2.62 -1.96 -1.37
C -2.63 -1.88 -2.77
C -2.77 -3.03 -3.53
C -2.91 -4.26 -2.91
C -2.91 -4.35 -1.53
C -2.77 -3.20 -0.76
H -2.42 -2.18 2.04
H -3.51 -2.17 4.22
H -5.01 -0.31 4.86
H -5.41 1.55 3.28
H -4.36 1.54 1.06
H -5.18 -0.29 -1.70
H -6.56 1.36 -2.90
H -5.70 3.64 -3.29
H -3.47 4.28 -2.49
H -2.07 2.64 -1.27
H -2.54 -0.92 -3.27
H -2.79 -2.96 -4.61
H -3.02 -5.16 -3.51
H -3.05 -5.31 -1.04
H -2.79 -3.29 0.32

From a Mulliken analysis of the wavefunction, the atomic charges in e read: atom 1 (Tc): -2.2370, atom 2 (O): -0.1971, atom 3 (N): -0.6453, atom 4 (C): 0.9601, atom 5 (C): -0.1974, atom 6 (N): -0.3043, atom 7 (C): 0.0211, atom 8 (N): -0.2829, atom 9 (C): -1.1062, atom 10 (Si): 0.4539, atom 11 (C): -1.0807, atom 12 (C): -0.6126, atom 13 (As): 0.2743, atom 14 (Si): 0.0586, atom 15 (C): -0.9682, atom 16 (C): -0.4242, atom 17 (C): -0.3779, atom 18 (Si): 0.1926, atom 19 (C): -0.8739, atom 20 (C): -0.7333, atom 21 (C): -0.9643, atom 22 (H): 0.4324, atom 23 (H): 0.2984, atom 24 (H): 0.3541, atom 25 (H): 0.4720, atom 26 (H): 0.1976, atom 27 (H): 0.3885, atom 28 (H): 0.4248, atom 29 (H): 0.4874, atom 30 (H): -0.1932, atom 31 (H): 0.2326, atom 32 (H): 0.4262, atom 33 (H): 0.3563, atom 34 (H): 0.4700, atom 35 (H): -0.2146, atom 36 (H): 0.3139, atom 37 (H): 0.3753, atom 38 (H): -0.3331, atom 39 (H): 0.5917, atom 40 (H): 0.2387, atom 41 (H): 0.4529, atom 42 (H): 0.3103, atom 43 (H): 0.0170, atom 44 (H): 0.2466, atom 45 (H): 0.4633, atom 46 (H): 0.2363, atom 47 (H): 0.4528, atom 48 (H): 0.2762, atom 49 (Cl): -0.1802, atom 50 (C): 0.4330, atom 51 (C): -1.2997, atom 52 (C): -0.0001, atom 53 (C): 0.6019, atom 54 (C): -2.3803, atom 55 (C): 0.3505, atom 56 (C): -1.0503, atom 57 (H): 0.4907, atom 58 (H): 0.4408, atom 59 (H): 0.8959, atom 60 (H): 0.6662, atom 61 (H): 0.5601, atom 62 (H): 0.5668, atom 63 (C): 2.9201, atom 64 (Ge): 1.7411, atom 65 (C): 0.6033, atom 66 (C): -0.3151, atom 67 (C): -0.8412, atom 68 (C): -0.6459, atom 69 (C): -0.7049, atom 70 (C): -0.2485, atom 71 (C): -0.1352, atom 72 (C): -0.5348, atom 73 (C): -0.7342, atom 74 (C): -0.6725, atom 75 (C): -0.6960, atom 76 (C): -0.0559, atom 77 (C): 0.3996, atom 78 (C): 0.0842, atom 79 (C): -0.7903, atom 80 (C): -0.6512, atom 81 (C): -0.7752, atom 82 (C): -0.4829, atom 83 (H): 0.0231, atom 84 (H): 0.4756, atom 85 (H): 0.4340, atom 86 (H): 0.4458, atom 87 (H): 0.3341, atom 88 (H): 0.4871, atom 89 (H): 0.4536, atom 90 (H): 0.4080, atom 91 (H): 0.5287, atom 92 (H): 0.1104, atom 93 (H): 0.3068, atom 94 (H): 0.4610, atom 95 (H): 0.4132, atom 96 (H): 0.4715, atom 97 (H): 0.3574



No. 2
C38H48BiN3O2S4 as an isolated structure. Source: the OMol25 dataset; level of theory: the ωB97M-V functional and the def2-TZVPD basis.

## Properties
Gap between HOMO and LUMO (alpha / beta) = 5.0 / 5.1 eV
Charge = 0
HOMO energy (alpha / beta) = -6.771 / -6.819 eV
Spin multiplicity = 1
Relative energy (zero: lowest compared OMol25 entry of this formula, charge and spin) = 0.675 eV
LUMO level (alpha / beta) = -1.81 / -1.71 eV

Cartesian coordinates (Å):
Bi -0.97 -0.96 -1.92
C 1.38 3.92 3.63
C 0.13 3.04 3.75
C 0.43 1.90 4.72
C -1.03 3.86 4.33
C -0.22 2.53 2.36
C -0.09 1.21 2.01
C -0.43 0.77 0.71
N -0.15 -0.43 0.20
C 0.62 -1.41 0.70
C 0.67 -1.83 2.04
C 1.61 -2.75 2.44
C 2.54 -3.19 1.47
C 2.51 -2.86 0.14
C 1.47 -2.00 -0.32
O 1.27 -1.68 -1.54
C 3.57 -3.48 -0.79
C 4.96 -3.07 -0.27
C 3.43 -5.01 -0.75
C 3.45 -3.04 -2.25
C 1.71 -3.27 3.87
C 1.61 -4.80 3.87
C 3.06 -2.83 4.46
C 0.60 -2.69 4.76
C -0.98 1.71 -0.24
O -1.49 1.28 -1.33
C -0.89 3.10 0.06
C -0.58 3.46 1.35
C -1.10 4.09 -1.07
C -2.52 4.00 -1.62
C -0.09 3.76 -2.19
C -0.85 5.54 -0.65
H 1.68 4.29 4.61
H 2.20 3.33 3.22
H 1.22 4.77 2.98
H 0.63 2.30 5.71
H -0.42 1.22 4.80
H 1.31 1.34 4.41
H -0.77 4.20 5.33
H -1.25 4.74 3.72
H -1.93 3.26 4.39
H 0.32 0.50 2.70
H -0.10 -1.48 2.70
H 3.30 -3.88 1.80
H 5.12 -3.43 0.75
H 5.73 -3.49 -0.90
H 5.06 -1.99 -0.27
H 3.58 -5.40 0.25
H 2.45 -5.31 -1.10
H 4.18 -5.46 -1.40
H 3.59 -1.97 -2.35
H 4.22 -3.55 -2.84
H 2.48 -3.30 -2.65
H 2.42 -5.25 3.31
H 1.66 -5.18 4.89
H 0.66 -5.12 3.44
H 3.89 -3.22 3.88
H 3.12 -1.74 4.46
H 3.15 -3.18 5.48
H -0.38 -3.00 4.41
H 0.73 -3.06 5.78
H 0.65 -1.61 4.79
H -0.58 4.50 1.62
H -2.74 2.98 -1.94
H -3.24 4.28 -0.86
H -2.63 4.67 -2.47
H -0.30 2.79 -2.64
H -0.13 4.52 -2.97
H 0.92 3.74 -1.79
H -1.58 5.88 0.08
H 0.15 5.67 -0.24
H -0.94 6.18 -1.53
S -2.65 -1.65 -0.04
S -1.94 -3.49 0.46
S -2.11 -4.50 -1.33
S -0.73 -3.63 -2.52
C -0.87 -0.80 -6.85
C -2.11 -0.37 -7.30
C -3.04 0.10 -6.39
C -2.70 0.13 -5.04
N -1.52 -0.31 -4.62
C -0.63 -0.76 -5.48
C -3.59 0.66 -4.00
C -4.44 1.75 -4.25
C -5.23 2.22 -3.22
C -5.15 1.60 -1.98
C -4.27 0.54 -1.83
N -3.51 0.09 -2.81
H -0.12 -1.15 -7.53
H -2.35 -0.42 -8.36
H -4.03 0.41 -6.71
H 0.30 -1.09 -5.05
H -4.46 2.23 -5.22
H -5.90 3.06 -3.37
H -5.74 1.94 -1.15
H -4.17 0.03 -0.88

From a Mulliken analysis of the wavefunction, the atomic charges in e read: atom 1 (Bi): 1.0973, atom 2 (C): -1.6742, atom 3 (C): 2.0004, atom 4 (C): -2.1808, atom 5 (C): -1.8010, atom 6 (C): -0.8444, atom 7 (C): -0.3862, atom 8 (C): 0.2822, atom 9 (N): 0.0575, atom 10 (C): -1.6186, atom 11 (C): 0.3545, atom 12 (C): -1.1973, atom 13 (C): 0.1419, atom 14 (C): -0.5440, atom 15 (C): 2.3005, atom 16 (O): -1.1809, atom 17 (C): 1.9436, atom 18 (C): -1.7365, atom 19 (C): -1.6748, atom 20 (C): -1.9652, atom 21 (C): 1.9019, atom 22 (C): -1.7208, atom 23 (C): -1.6694, atom 24 (C): -1.8469, atom 25 (C): 0.7905, atom 26 (O): -0.1847, atom 27 (C): -0.7587, atom 28 (C): -0.3063, atom 29 (C): 2.5305, atom 30 (C): -1.3755, atom 31 (C): -1.6746, atom 32 (C): -2.3678, atom 33 (H): 0.4527, atom 34 (H): 0.3466, atom 35 (H): 0.3749, atom 36 (H): 0.5551, atom 37 (H): 0.4180, atom 38 (H): 0.4238, atom 39 (H): 0.4808, atom 40 (H): 0.3118, atom 41 (H): 0.3968, atom 42 (H): 0.5738, atom 43 (H): 1.1230, atom 44 (H): 0.4737, atom 45 (H): 0.3108, atom 46 (H): 0.4733, atom 47 (H): 0.3571, atom 48 (H): 0.3233, atom 49 (H): 0.3433, atom 50 (H): 0.4822, atom 51 (H): 0.3708, atom 52 (H): 0.4999, atom 53 (H): 0.3072, atom 54 (H): 0.3038, atom 55 (H): 0.4717, atom 56 (H): 0.3703, atom 57 (H): 0.2935, atom 58 (H): 0.3056, atom 59 (H): 0.4932, atom 60 (H): 0.3617, atom 61 (H): 0.4780, atom 62 (H): 0.2258, atom 63 (H): 0.5963, atom 64 (H): -0.1432, atom 65 (H): 0.3237, atom 66 (H): 0.5133, atom 67 (H): 0.1376, atom 68 (H): 0.4674, atom 69 (H): 0.3401, atom 70 (H): 0.4077, atom 71 (H): 0.4716, atom 72 (H): 0.4486, atom 73 (S): -0.3439, atom 74 (S): -0.0228, atom 75 (S): -0.0849, atom 76 (S): -0.3301, atom 77 (C): -0.8318, atom 78 (C): -0.4120, atom 79 (C): -0.8720, atom 80 (C): -0.0570, atom 81 (N): 0.1874, atom 82 (C): -0.2169, atom 83 (C): 1.0290, atom 84 (C): -0.9779, atom 85 (C): -0.4691, atom 86 (C): -0.9756, atom 87 (C): 0.1702, atom 88 (N): -0.1281, atom 89 (H): 0.4237, atom 90 (H): 0.4180, atom 91 (H): 0.4723, atom 92 (H): 0.4774, atom 93 (H): 0.4047, atom 94 (H): 0.4379, atom 95 (H): 0.4430, atom 96 (H): 0.3008



Among the records above, which one has the lowest relative energy (zero: lowest compared OMol25 entry of this formula, charge and spin)? C38H48BiN3O2S4



What is the charge in the second record? 0